[1]
C33H49Cl3ErN2O3PSi | wB97M-V/def2-TZVPD

XYZ file:
```
93
C33H49Cl3ErN2O3PSi wB97M-V/def2-TZVPD
C 1.44 -1.06 -4.65
C 1.01 0.32 -4.26
H 1.45 -1.18 -5.74
H 0.76 -1.81 -4.21
H 2.45 -1.27 -4.26
C 0.35 1.16 -5.07
C -0.01 0.88 -6.49
H 0.08 2.15 -4.71
H -0.34 -0.15 -6.64
H 0.85 1.06 -7.17
H -0.82 1.55 -6.81
Er -0.30 -0.66 -0.11
Cl 2.09 -0.84 0.87
Cl -2.03 -2.28 1.01
C 0.57 2.45 0.74
O -0.26 1.53 0.51
N 0.22 3.66 1.15
C -1.17 3.92 1.53
C 1.19 4.74 1.35
H 1.65 2.28 0.62
H -1.79 3.13 1.11
H -1.46 4.89 1.13
H -1.26 3.92 2.63
H 2.14 4.46 0.90
H 1.34 4.93 2.43
H 0.82 5.66 0.88
H -1.53 -0.77 -3.74
H -2.77 1.76 -4.40
C -2.46 -0.85 -3.15
C -3.53 1.32 -3.72
N -2.87 0.48 -2.72
H -2.28 -1.51 -2.29
C -2.85 0.87 -1.42
O -2.39 0.17 -0.50
H -4.05 2.14 -3.20
H -3.25 1.89 -1.25
H -3.25 -1.27 -3.79
H -4.23 0.72 -4.31
O 0.37 -0.19 -2.06
C 1.21 0.63 -2.79
C -0.31 2.60 -2.42
C 1.00 2.11 -2.45
H -1.12 1.89 -2.59
C -0.56 3.97 -2.29
H 2.26 0.36 -2.55
C 2.07 2.98 -2.26
H -1.60 4.31 -2.28
C 0.51 4.85 -2.19
C 1.82 4.35 -2.16
H 3.08 2.56 -2.23
H 0.32 5.92 -2.16
H 2.67 5.04 -2.06
Si 0.29 -4.99 -0.62
Cl 0.03 -3.08 -1.63
C -1.30 -5.49 0.19
C 1.63 -4.56 0.58
C 0.75 -6.31 -1.86
H -1.97 -4.64 0.26
H -1.08 -5.85 1.20
H -1.78 -6.30 -0.38
H -0.07 -6.47 -2.58
H 0.91 -7.25 -1.29
H 1.67 -6.06 -2.41
H 1.55 -3.52 0.93
H 2.61 -4.67 0.10
H 1.58 -5.22 1.46
C -2.17 -1.05 3.88
P -0.58 -0.65 3.06
C -0.05 0.89 3.89
C -0.88 1.61 4.76
C -0.41 2.78 5.36
C 0.86 3.27 5.05
C 1.68 2.58 4.14
C 1.21 1.41 3.54
C 0.45 -1.98 3.78
C 1.60 -1.73 4.54
C 2.39 -2.80 4.97
C 2.03 -4.11 4.65
C 0.85 -4.37 3.94
C 0.07 -3.30 3.50
H -2.94 -0.36 3.49
H -2.05 -0.94 4.97
H -2.45 -2.07 3.60
H -1.89 1.25 4.98
H -1.05 3.31 6.08
H 1.23 4.18 5.52
H 2.67 2.96 3.91
H 1.82 0.90 2.80
H 1.89 -0.71 4.78
H 3.29 -2.60 5.56
H 2.66 -4.95 4.95
H 0.53 -5.40 3.72
H -0.81 -3.48 2.89
```

Values from the calculation:
LUMO (spin up / spin down) in eV: 0.351 / 0.351
Expectation value of S²: 3.7521
Frontier orbital gap (spin up / spin down) in eV: 7.68 / 7.68
E in Ha: -4648.90404
2S+1: 4
Energy relative to the best compared isomer or geometry (same formula, charge and spin) in kcal per mole: 0.0

[2]
C4H9NO | wB97M-V/def2-TZVPD

XYZ file:
```
15
C4H9NO wB97M-V/def2-TZVPD
C 1.13 -1.31 -0.68
C -0.24 -0.67 -0.49
O -0.95 -1.27 0.57
C -0.09 0.84 -0.24
C -1.25 1.77 0.88
N -0.01 1.14 1.20
H 1.03 -2.39 -0.79
H 1.65 -0.92 -1.56
H 1.76 -1.12 0.20
H -0.85 -0.84 -1.39
H -0.58 -0.87 1.37
H 0.72 1.31 -0.78
H -1.98 0.94 0.92
H -0.98 1.49 -0.62
H 0.71 1.85 1.35
```

Values from the calculation:
LUMO in eV: 0.889
Frontier orbital gap in eV: 9.49
E in Ha: -287.65041
Energy relative to the best compared isomer or geometry (same formula, charge and spin) in kcal per mole: 114.2

[3]
C4H8NS | wB97M-V/def2-TZVPD

XYZ file:
```
14
C4H8NS wB97M-V/def2-TZVPD
C -1.30 0.79 -0.59
C -1.54 -0.54 -0.71
C -1.15 -1.41 0.38
C 2.18 0.62 -0.36
N 1.04 -0.10 -0.05
S 0.62 -1.62 0.26
H -1.61 1.44 -1.40
H -0.95 1.21 0.27
H -2.09 -0.95 -1.63
H -1.40 -1.10 1.41
H -1.63 -2.44 0.46
H 2.34 1.35 0.45
H 1.84 1.22 -1.19
H 3.17 0.17 -0.58
```

Values from the calculation:
LUMO in eV: -7.101
Frontier orbital gap in eV: 6.96
E in Ha: -609.75414
Charge: +1
Energy relative to the best compared isomer or geometry (same formula, charge and spin) in kcal per mole: 72.7

[4]
CH6N2S2 | wB97M-V/def2-TZVPD

XYZ file:
```
11
CH6N2S2 wB97M-V/def2-TZVPD
H 3.63 1.01 0.02
N 2.84 0.73 0.57
C 1.81 0.53 -0.18
N 0.63 0.94 0.50
H 1.86 0.24 -1.18
H 0.25 1.83 0.21
H 0.78 1.03 1.49
S -2.00 -2.29 -0.26
S -4.09 -2.07 -0.21
H -1.67 -0.95 0.03
H -4.05 -1.00 -0.98
```

Values from the calculation:
LUMO in eV: 0.390
Frontier orbital gap in eV: 9.17
E in Ha: -947.52005
Energy relative to the best compared isomer or geometry (same formula, charge and spin) in kcal per mole: 36.3

[5]
C3H10O | wB97M-V/def2-TZVPD

XYZ file:
```
14
C3H10O wB97M-V/def2-TZVPD
C -1.00 -1.58 -0.28
C -2.15 -0.52 0.19
O -2.07 0.97 0.01
H 0.04 -1.04 -0.03
H -1.09 -2.68 0.06
H -1.00 -1.69 -1.45
H -2.22 -0.51 1.28
H -3.20 -0.76 -0.16
H -2.56 1.03 -0.83
C 3.06 1.34 0.22
H 2.70 0.63 -0.60
H 2.35 1.38 1.01
H 3.10 2.34 -0.14
H 4.05 1.09 0.71
```

Values from the calculation:
LUMO in eV: 0.920
Frontier orbital gap in eV: 11.37
E in Ha: -195.46975
Energy relative to the best compared isomer or geometry (same formula, charge and spin) in kcal per mole: 37.1

[6]
C32H26BaBr2N8O7P2S2 | wB97M-V/def2-TZVPD

XYZ file:
```
80
C32H26BaBr2N8O7P2S2 wB97M-V/def2-TZVPD
Ba 1.49 0.47 0.86
C 1.13 0.78 -3.88
N 1.73 1.34 -2.67
C 1.34 2.71 -2.41
C -0.09 2.83 -1.95
C -0.92 3.87 -2.37
C -2.17 4.00 -1.79
C -2.55 3.11 -0.80
C -1.67 2.10 -0.45
N -0.49 1.95 -1.03
C 3.17 1.13 -2.63
C 3.52 -0.32 -2.35
C 4.80 -0.79 -2.60
C 5.09 -2.11 -2.31
C 4.10 -2.93 -1.79
C 2.85 -2.37 -1.57
N 2.56 -1.09 -1.85
C -0.31 0.33 -3.70
C -1.37 1.03 -4.26
C -2.66 0.61 -3.99
C -2.85 -0.49 -3.18
C -1.73 -1.16 -2.70
N -0.49 -0.76 -2.96
H 1.70 -0.11 -4.16
H 1.19 1.50 -4.71
H 1.50 3.37 -3.28
H 1.95 3.10 -1.58
H -0.56 4.56 -3.12
H -2.83 4.81 -2.09
H -3.50 3.22 -0.28
H -1.90 1.42 0.36
H 3.59 1.75 -1.83
H 3.65 1.44 -3.57
H 5.56 -0.12 -3.00
H 6.09 -2.51 -2.48
H 4.29 -3.96 -1.53
H 2.03 -2.94 -1.14
H -1.18 1.91 -4.86
H -3.51 1.16 -4.39
H -3.84 -0.84 -2.92
H -1.81 -2.03 -2.05
O 5.08 3.05 2.25
P 3.66 2.46 1.80
O 3.36 1.19 2.54
O 3.52 2.35 0.31
O 2.67 3.63 2.32
P 1.10 3.82 1.90
O 0.54 4.73 3.12
O 0.99 4.57 0.63
O 0.51 2.46 2.05
H 5.37 2.55 3.02
H 0.68 5.65 2.89
S -0.24 -2.40 0.27
C 0.50 -3.66 1.20
C -0.33 -4.80 1.42
N -1.02 -5.71 1.57
C 1.75 -3.66 1.79
S 2.94 -2.39 1.75
C 2.13 -4.79 2.57
N 2.46 -5.68 3.22
Br -1.69 -5.24 5.55
C -1.47 -3.61 4.61
C -0.22 -3.08 4.44
C -0.13 -1.89 3.72
N -1.17 -1.26 3.19
C -2.38 -1.79 3.37
C -2.58 -2.98 4.07
C -3.54 -1.12 2.73
C -4.83 -1.30 3.23
C -5.89 -0.72 2.57
Br -7.66 -0.95 3.23
C -5.68 0.01 1.42
C -4.36 0.15 1.01
N -3.32 -0.38 1.64
H 0.67 -3.57 4.81
H 0.85 -1.47 3.53
H -3.55 -3.44 4.16
H -4.99 -1.87 4.14
H -6.49 0.46 0.87
H -4.14 0.72 0.11
```

Values from the calculation:
LUMO in eV: 3.332
Frontier orbital gap in eV: 4.51
E in Ha: -8852.91059
Charge: -2
Energy relative to the best compared isomer or geometry (same formula, charge and spin) in kcal per mole: 0.0

[7]
C26H24N4O2 | wB97M-V/def2-TZVPD

XYZ file:
```
56
C26H24N4O2 wB97M-V/def2-TZVPD
C -5.78 -2.02 1.06
C -6.47 -1.51 -0.20
C -7.98 -1.72 -0.11
C -6.17 -0.03 -0.47
O -4.83 0.19 -0.84
C -3.88 0.57 0.06
C -4.09 0.87 1.40
C -3.03 1.28 2.19
C -1.75 1.38 1.67
C -1.53 1.06 0.33
C -0.17 1.18 -0.22
C 0.25 0.39 -1.31
C 1.53 0.53 -1.80
C 1.98 -0.40 -2.88
O 1.44 -0.53 -3.95
N 3.07 -1.16 -2.54
N 3.68 -1.05 -1.36
C 4.70 -1.74 -1.07
C 5.36 -1.55 0.21
C 6.47 -2.32 0.56
C 7.07 -2.09 1.79
N 6.66 -1.17 2.64
C 5.61 -0.44 2.31
C 4.93 -0.58 1.11
C 2.39 1.50 -1.22
C 3.67 1.81 -1.70
C 4.45 2.73 -1.05
C 3.98 3.38 0.10
C 2.72 3.13 0.57
C 1.89 2.20 -0.09
N 0.64 2.01 0.39
C -2.59 0.66 -0.46
H -5.97 -3.08 1.19
H -4.71 -1.86 1.01
H -6.16 -1.49 1.94
H -6.09 -2.08 -1.06
H -8.48 -1.41 -1.02
H -8.21 -2.77 0.07
H -8.39 -1.14 0.72
H -6.47 0.59 0.38
H -6.76 0.29 -1.34
H -5.07 0.81 1.84
H -3.21 1.52 3.22
H -0.92 1.70 2.28
H -0.40 -0.36 -1.73
H 3.41 -1.83 -3.24
H 5.13 -2.48 -1.76
H 6.84 -3.09 -0.10
H 7.93 -2.67 2.10
H 5.31 0.31 3.03
H 4.08 0.04 0.87
H 4.03 1.33 -2.60
H 5.44 2.96 -1.42
H 4.62 4.09 0.60
H 2.32 3.64 1.43
H -2.46 0.44 -1.51
```

Values from the calculation:
LUMO in eV: -0.191
Frontier orbital gap in eV: 8.12
E in Ha: -1374.67006
Energy relative to the best compared isomer or geometry (same formula, charge and spin) in kcal per mole: 2.1

[8]
C10H39BN10O6Pd | wB97M-V/def2-TZVPD

XYZ file:
```
67
C10H39BN10O6Pd wB97M-V/def2-TZVPD
N 4.30 -2.04 -1.95
H 4.79 -1.36 -2.52
H 4.98 -2.16 -1.22
H 4.11 -2.86 -2.51
H 3.46 -1.66 -1.52
Pd 1.37 1.25 -2.53
B 1.88 -0.51 -1.01
H 1.50 -1.29 -0.37
H 1.30 0.37 -0.81
H 2.93 -0.38 -0.80
H 1.72 -0.71 -2.06
C -3.09 1.93 0.26
O -2.91 0.88 1.19
C -1.52 0.45 1.24
C -1.60 -1.01 1.81
N -2.54 -1.82 1.05
C -2.62 -3.08 1.85
C -3.44 -4.23 1.13
O -3.24 -5.48 1.85
C -4.04 -5.53 3.05
H -2.39 2.72 0.55
H -4.09 2.34 0.35
H -2.88 1.70 -0.79
H -0.98 1.16 1.87
H -1.08 0.46 0.24
H -1.64 -0.91 2.89
H -0.59 -1.39 1.66
H -3.44 -1.36 1.08
H -2.97 -2.89 2.87
H -1.59 -3.42 2.00
H -3.05 -4.48 0.14
H -4.47 -3.88 1.07
H -4.01 -6.56 3.38
H -5.09 -5.26 3.01
H -3.58 -4.99 3.88
C -0.49 3.80 -1.17
O 0.17 2.75 -1.31
N -1.21 4.40 -2.08
N -0.40 4.63 -0.21
H -1.11 4.08 -3.03
H -1.45 5.37 -1.93
H -0.65 5.58 -0.45
H 0.04 4.32 0.65
C 2.89 -0.27 2.46
O 3.12 -0.17 3.64
N 2.45 0.75 1.76
N 2.89 -1.36 1.76
H 2.08 0.65 0.82
H 2.12 1.51 2.35
H 3.20 -2.21 2.21
H 2.62 -1.25 0.80
C 3.68 3.13 -1.12
O 2.90 2.27 -1.26
N 4.65 3.40 -1.91
N 3.61 3.97 -0.16
H 4.96 2.83 -2.69
H 5.09 4.29 -1.73
H 4.10 4.85 -0.17
H 2.75 3.92 0.37
C -1.39 -0.44 -2.50
O -0.55 0.24 -3.12
N -2.69 -0.36 -2.73
N -0.99 -1.23 -1.57
H -3.39 -0.88 -2.21
H -2.86 0.12 -3.60
H -1.61 -1.48 -0.81
H 0.00 -1.21 -1.38
```

Values from the calculation:
LUMO (spin up / spin down) in eV: -7.940 / -12.758
Expectation value of S²: 3.7589
Frontier orbital gap (spin up / spin down) in eV: 7.88 / 3.04
E in Ha: -1554.97893
2S+1: 4
Charge: +3

[9]
C25H20AsCl5CoN3OS4Sb | wB97M-V/def2-TZVPD

XYZ file:
```
61
C25H20AsCl5CoN3OS4Sb wB97M-V/def2-TZVPD
Co 0.90 0.06 -0.95
S -0.57 -3.55 2.03
Sb 1.51 -2.55 2.47
S 1.93 1.17 0.72
S 0.51 -0.24 1.23
S 3.08 -3.51 1.10
Cl -2.55 2.50 -6.73
C -1.40 2.00 -5.54
C -1.82 1.55 -4.29
Cl -3.51 1.50 -3.93
C -0.90 1.15 -3.33
Cl -1.43 0.60 -1.78
C 0.50 1.18 -3.56
O 1.37 0.83 -2.70
C 0.89 1.64 -4.85
Cl 2.58 1.67 -5.18
C -0.03 2.03 -5.81
Cl 0.51 2.58 -7.36
N 0.68 -10.62 -0.97
C 0.82 -9.49 -1.11
C 0.98 -8.08 -1.30
C 1.37 -7.59 -2.54
C 1.51 -6.23 -2.73
C 1.28 -5.35 -1.67
C 0.90 -5.83 -0.42
C 0.73 -7.19 -0.25
N 1.44 -3.97 -1.88
C 2.41 -3.38 -2.67
C 2.29 -2.04 -2.48
N 1.28 -1.81 -1.58
C 0.81 -2.98 -1.21
H 1.55 -8.28 -3.36
H 1.79 -5.84 -3.70
H 0.73 -5.14 0.40
H 0.43 -7.56 0.72
H 3.12 -3.96 -3.24
H 2.85 -1.23 -2.91
H 0.06 -3.15 -0.44
C -1.11 4.97 1.19
As -1.08 3.01 1.41
C -2.94 2.88 2.07
C -0.16 2.89 3.18
C -0.54 3.93 4.17
C 0.15 5.14 4.23
C -0.22 6.13 5.13
C -1.28 5.93 6.00
C -1.97 4.73 5.96
C -1.60 3.74 5.06
H -1.60 5.48 2.02
H -1.64 5.18 0.26
H -0.09 5.35 1.09
H -3.17 3.62 2.83
H -3.10 1.88 2.46
H -3.60 3.02 1.21
H 0.90 2.90 2.94
H -0.40 1.88 3.53
H 0.98 5.31 3.56
H 0.33 7.07 5.16
H -1.56 6.70 6.71
H -2.79 4.55 6.64
H -2.13 2.80 5.04
```

Values from the calculation:
LUMO (spin up / spin down) in eV: 3.633 / 3.633
Expectation value of S²: 0.9730
Frontier orbital gap (spin up / spin down) in eV: 5.13 / 5.12
E in Ha: -8956.86793
2S+1: 2
Charge: -2
Energy relative to the best compared isomer or geometry (same formula, charge and spin) in kcal per mole: 6.8

[10]
C5H8N2 | wB97M-V/def2-TZVPD

XYZ file:
```
15
C5H8N2 wB97M-V/def2-TZVPD
C -0.29 -0.71 0.88
C -0.12 -0.13 -0.50
C 0.46 -0.87 -1.65
N -1.06 0.94 -0.74
C 0.21 1.29 -0.12
C 0.16 0.97 1.30
N 0.42 1.30 2.48
H 0.11 0.27 2.48
H 0.48 -1.47 1.13
H -1.27 -1.20 1.05
H -0.21 -1.69 -1.94
H 0.58 -0.20 -2.50
H 1.43 -1.30 -1.39
H -1.83 0.95 -0.06
H 0.86 2.02 -0.59
```

Values from the calculation:
LUMO in eV: 0.910
Frontier orbital gap in eV: 10.08
E in Ha: -304.67501
Energy relative to the best compared isomer or geometry (same formula, charge and spin) in kcal per mole: 100.7

[11]
C3H9NO3 | wB97M-V/def2-TZVPD

XYZ file:
```
16
C3H9NO3 wB97M-V/def2-TZVPD
C 0.77 -1.76 0.78
N -0.28 -0.84 1.14
C -0.37 0.30 0.26
C -1.64 1.12 0.51
O -2.45 0.81 1.34
O -1.68 2.24 -0.22
H 1.28 -2.19 1.65
H 0.46 -2.66 0.24
H 1.58 -1.35 0.17
H -0.15 -0.55 2.09
H 0.48 0.98 0.29
H -0.50 -0.13 -0.74
H -2.56 2.64 -0.16
O 1.63 0.38 -2.11
H 1.89 1.26 -2.43
H 1.53 -0.25 -2.81
```

Values from the calculation:
LUMO in eV: 0.572
Frontier orbital gap in eV: 9.33
E in Ha: -400.17441
Energy relative to the best compared isomer or geometry (same formula, charge and spin) in kcal per mole: 29.5

[12]
C6H5IrN2O2S3Se | wB97M-V/def2-TZVPD

XYZ file:
```
20
C6H5IrN2O2S3Se wB97M-V/def2-TZVPD
Ir 0.06 -0.17 0.02
S -1.87 -4.04 -1.62
C -1.16 -2.64 -1.05
S -2.03 -1.28 -0.49
S 0.53 -2.37 -0.95
C 3.01 4.95 -0.24
N 2.23 3.89 -0.83
C 2.14 3.73 -2.18
C 1.44 2.73 -2.73
C 0.85 1.75 -1.83
O 0.31 0.70 -2.23
N 0.88 1.98 -0.49
C 1.49 3.05 0.06
O 1.47 3.38 1.23
H 3.39 5.60 -1.03
H 3.85 4.55 0.33
H 2.40 5.53 0.45
H 2.66 4.48 -2.78
H 1.35 2.59 -3.80
Se 0.46 -0.63 2.25
```

Values from the calculation:
LUMO (spin up / spin down) in eV: 4.661 / 4.660
Frontier orbital gap (spin up / spin down) in eV: 4.25 / 4.27
E in Ha: -4192.03047
Charge: -2
Energy relative to the best compared isomer or geometry (same formula, charge and spin) in kcal per mole: 22.7

> Which value of E does entry 2 give?

-287.65041 Ha

> Look up the E of the tenth one.

-304.67501 Ha